[1]
171
Properties=species:S:1:pos:R:3:forces:R:3 method="wB97M-V/def2-TZVPD" max_force_ha_per_bohr=0.054 homo_lumo_gap_ev=8.85 e_lumo_ev=-0.266 energy_ha=-29100.2743
C 1.434886 -1.789633 6.295619 -0.07 0.17 -0.18
C 1.363154 -0.445469 5.542031 -0.12 -0.51 0.49
N 0.709224 -0.527306 4.228853 -0.57 -0.45 -0.08
C 1.116002 -1.686128 3.457823 0.29 0.10 -0.06
C 0.673801 -1.596552 2.003653 -0.02 -0.13 0.60
N 0.972234 -0.316123 1.293031 0.99 -0.82 -0.47
B 2.389290 0.100965 1.321049 0.65 0.77 0.36
O 2.921898 0.710415 2.443685 -0.54 -1.40 -0.04
O 3.254966 -0.021297 0.236854 -0.82 0.41 -0.53
C 3.613370 1.344926 -0.153899 -0.60 0.33 0.43
C 0.449423 -0.357656 0.008758 0.30 -0.03 0.91
N 0.498296 -1.552165 -0.738157 -1.00 0.07 0.23
C 1.514789 -1.718302 -1.737565 0.26 0.05 -0.59
C 2.590188 -2.719731 -1.339306 0.42 -0.39 0.98
O 2.903593 -3.010118 -0.230793 -0.21 0.28 -0.83
Cl 3.444105 -3.469553 -2.741337 -0.36 0.37 0.22
C -0.683601 -2.367866 -0.919419 -0.18 -0.13 -0.34
Br -0.196445 -4.295807 -0.737763 0.13 0.57 -0.16
C -1.938259 -2.061532 -0.061754 -0.50 -0.89 0.17
C -2.328874 -3.082325 1.018970 -0.50 0.95 0.34
Br -3.483298 -2.070186 -1.307613 0.12 0.09 0.06
N -0.086894 0.706873 -0.451884 -0.18 -0.19 -1.05
B -0.646849 0.800570 -1.846403 0.50 0.08 -0.77
O -1.936901 0.548959 -2.163899 0.01 0.59 0.92
O 0.225369 1.133842 -2.819835 0.20 -0.18 0.04
C -0.229832 1.989471 0.374547 0.90 2.52 0.74
O 0.493240 2.929972 0.027025 0.30 -0.97 -0.89
O -1.062589 1.942344 1.238301 -1.53 -1.12 0.78
C -0.698201 -0.401829 4.288882 -0.48 0.68 0.76
C -1.238398 0.986259 4.564975 0.85 0.21 0.26
O -1.462360 -1.328855 4.137262 0.19 -0.34 -0.61
H 1.586385 -1.640239 7.365150 0.12 0.17 -0.03
H 0.511654 -2.363242 6.196841 0.04 -0.05 -0.11
H 2.284044 -2.361821 5.920399 -0.15 -0.26 0.06
H 2.376745 -0.086276 5.389973 -0.38 0.12 0.08
H 0.809819 0.249510 6.174206 0.05 0.25 -0.23
H 2.197639 -1.809486 3.561797 0.03 0.19 -0.14
H 0.671025 -2.608340 3.845493 -0.02 -0.05 -0.07
H -0.407637 -1.684886 2.033685 0.00 -0.05 -0.15
H 1.107740 -2.453597 1.481842 -0.12 0.06 -0.12
H 3.803725 0.318011 2.515385 0.38 0.71 0.18
H 3.637184 1.469512 -1.237360 0.12 -0.36 0.27
H 2.805781 1.995242 0.200651 0.19 0.25 -0.17
H 4.523593 1.694022 0.337716 -0.08 -0.57 -0.41
H 1.062541 -2.031399 -2.683316 0.04 -0.10 0.05
H 2.007919 -0.766669 -1.949377 0.18 -0.06 0.09
H -0.975559 -2.317552 -1.967131 0.04 -0.11 0.00
H -1.978217 -1.081887 0.415795 0.44 0.16 -0.34
H -3.085638 -2.576305 1.624950 0.01 -0.10 0.04
H -1.514048 -3.312349 1.698432 0.12 -0.30 -0.17
H -2.818316 -3.956906 0.605798 0.40 -0.25 -0.07
H -2.494114 0.660639 -1.379049 -0.35 -0.37 -0.22
H -0.249180 1.279552 -3.645939 0.11 0.04 -0.14
H -1.617457 1.072321 5.584811 -0.28 -0.21 -0.11
H -2.010497 1.231284 3.843510 -0.07 -0.27 0.03
H -0.448946 1.725101 4.472380 0.03 0.04 -0.12
C -7.092397 -1.783684 0.360075 -0.03 0.03 -0.02
Cl -5.788918 -1.538324 1.522130 -0.11 -0.11 0.05
Cl -7.298609 -3.497308 -0.031471 -0.05 0.04 -0.08
H -8.015147 -1.405430 0.786032 0.03 -0.06 0.08
H -6.853124 -1.244592 -0.549941 0.09 -0.08 -0.01
C -1.182818 5.457383 -1.882690 0.19 -0.03 0.03
Cl -2.682858 6.396411 -1.728154 0.01 0.01 0.07
Cl -1.196368 4.426210 -3.317959 -0.04 -0.03 -0.03
H -0.343368 6.147589 -1.965080 -0.58 -0.39 -0.16
H -1.072108 4.827100 -1.004390 -0.02 -0.08 -0.08
C -1.802505 -7.550462 -2.569858 -0.03 -0.06 0.03
Cl -1.226159 -6.320980 -3.706693 0.03 -0.07 -0.09
Cl -2.893733 -6.859773 -1.362491 -0.21 -0.10 -0.40
H -2.332885 -8.316093 -3.123830 -0.06 0.08 -0.03
H -0.947341 -7.982712 -2.061544 0.03 0.12 0.03
C -9.366193 -6.530695 -1.745282 -0.04 0.07 0.04
Cl -9.951773 -8.123970 -2.239331 -0.06 0.02 0.01
Cl -7.618534 -6.380573 -1.956367 0.02 0.01 0.00
H -9.855383 -5.776649 -2.350674 0.04 -0.05 -0.07
H -9.603826 -6.381134 -0.698425 0.06 -0.08 0.01
C 2.744272 7.727961 -2.241886 0.00 0.01 -0.08
Cl 1.246503 7.454848 -1.338707 0.42 0.47 0.30
Cl 3.940754 6.520881 -1.791667 0.25 -0.04 -0.03
H 2.538427 7.640800 -3.302863 -0.09 -0.07 0.04
H 3.118010 8.719805 -2.015385 -0.01 -0.04 0.14
C 5.834456 -1.084707 4.558029 0.03 -0.10 0.03
Cl 6.425201 0.068265 3.353895 -0.04 -0.03 -0.07
Cl 4.684378 -0.325755 5.665911 0.41 -0.10 0.03
H 5.335320 -1.898107 4.042771 -0.04 0.06 -0.02
H 6.674910 -1.463725 5.127580 0.02 0.11 0.01
C -4.729351 8.495758 -4.289632 0.04 -0.11 -0.03
Cl -4.186344 9.605589 -5.556211 0.02 -0.04 0.00
Cl -5.797206 9.297438 -3.131453 0.03 -0.04 0.05
H -5.265584 7.675357 -4.751699 -0.06 0.07 -0.03
H -3.860279 8.119493 -3.759987 0.01 0.04 -0.01
C 6.879650 -4.904137 -3.553353 -0.02 -0.26 0.05
Cl 8.172474 -4.539153 -2.402428 -0.03 0.09 0.02
Cl 6.762402 -6.643046 -3.864158 -0.05 -0.04 -0.01
H 5.940104 -4.557255 -3.143235 0.01 -0.07 0.06
H 7.089610 -4.401761 -4.484828 0.14 -0.13 -0.05
C 3.718398 4.706616 2.180519 -0.18 0.04 -0.03
Cl 4.296160 6.277171 2.756355 -0.05 -0.01 0.01
Cl 4.981154 3.824766 1.307785 0.16 0.39 0.18
H 3.409145 4.113052 3.030618 0.07 -0.06 0.04
H 2.880038 4.864562 1.509925 0.08 0.02 -0.06
C -1.870127 10.009783 -2.631977 -0.06 -0.02 0.12
Cl -1.349113 11.594721 -2.051784 -0.05 0.00 0.02
Cl -0.617345 9.227839 -3.606090 -0.15 -0.01 -0.18
H -2.089031 9.378534 -1.777562 0.11 0.00 0.01
H -2.756426 10.137032 -3.242357 0.08 0.11 -0.08
C 6.481559 -0.902841 -2.862619 0.01 -0.16 0.16
Cl 5.047293 0.129776 -2.757630 0.23 -0.13 -0.11
Cl 6.392827 -1.970122 -4.266769 0.02 0.69 0.21
H 7.362196 -0.277108 -2.949325 -0.07 0.05 -0.11
H 6.543278 -1.507660 -1.963698 -0.11 -0.01 -0.02
C 5.882557 -1.907144 -8.432875 0.04 -0.33 -0.02
Cl 6.426402 -2.942451 -7.102330 0.11 -0.22 -0.42
Cl 4.115286 -1.833840 -8.495588 -0.02 0.07 -0.07
H 6.269597 -0.906978 -8.281828 -0.04 0.01 0.08
H 6.250879 -2.311945 -9.378002 -0.22 -0.06 0.79
C 7.930625 -0.294761 -11.398560 0.08 -0.01 -0.09
Cl 6.488571 -1.323053 -11.362004 0.13 0.29 -0.80
Cl 8.086859 0.680283 -9.932020 0.03 0.01 -0.02
H 8.805433 -0.927640 -11.490702 -0.04 -0.04 0.09
H 7.858581 0.370194 -12.250961 -0.10 0.03 0.05
C -0.933170 -6.769910 2.916951 0.06 -0.13 -0.03
Cl -0.117376 -5.302226 3.477013 0.01 0.02 0.05
Cl -1.336199 -6.685937 1.197435 -0.01 -0.27 0.59
H -0.274548 -7.615181 3.080663 0.07 0.06 -0.04
H -1.849260 -6.895814 3.482414 -0.02 0.11 -0.04
C -4.187616 2.632070 3.053071 0.19 0.06 -0.21
Cl -4.423290 2.087293 4.724925 -0.15 0.16 0.15
Cl -4.370164 1.298636 1.909097 0.08 0.13 -0.02
H -4.927935 3.390294 2.824074 -0.05 -0.06 0.04
H -3.182473 3.044852 2.964834 -0.36 -0.37 -0.03
C -1.260935 -6.450489 -7.671113 -0.17 0.01 0.04
Cl -1.613575 -8.045560 -8.343613 -0.05 0.03 0.03
Cl 0.447034 -6.030022 -7.866082 -0.02 -0.05 0.22
H -1.863924 -5.712098 -8.186773 0.07 -0.03 -0.11
H -1.501952 -6.454988 -6.613361 0.12 -0.08 -0.01
C -6.052919 3.953162 7.769191 0.06 0.06 -0.04
Cl -5.607954 2.843377 9.068677 0.05 -0.10 -0.04
Cl -7.810334 4.151346 7.670112 0.04 0.04 -0.11
H -5.600618 4.919588 7.962136 -0.07 0.00 0.13
H -5.687809 3.555692 6.828423 -0.07 -0.09 0.03
C 5.100763 -8.072574 -0.775709 0.04 0.04 -0.04
Cl 5.616754 -9.094162 0.572404 0.06 0.02 -0.01
Cl 3.338193 -7.961940 -0.871353 -0.01 0.06 -0.05
H 5.504781 -7.076822 -0.633995 -0.05 0.00 0.07
H 5.474901 -8.496836 -1.699283 -0.06 -0.07 0.02
C 1.442981 -3.988379 -10.560140 0.09 0.06 0.12
Cl 2.381786 -5.026008 -11.639558 0.06 -0.01 0.05
Cl -0.007629 -3.365027 -11.357071 -0.05 0.03 0.07
H 1.144030 -4.566149 -9.692470 -0.03 0.03 -0.23
H 2.061555 -3.151285 -10.256236 0.01 0.02 -0.14
C -4.136695 4.941335 12.129132 -0.12 -0.05 0.03
Cl -3.872129 5.575620 10.502283 0.01 0.14 -0.02
Cl -2.639207 4.336521 12.846116 -0.03 -0.01 0.05
H -4.526149 5.736852 12.753410 0.09 0.05 -0.03
H -4.850254 4.126923 12.070891 0.07 -0.04 -0.08
C -2.154081 5.911176 1.979028 0.07 -0.01 -0.06
Cl -1.760270 4.806417 3.298804 0.41 0.38 0.11
Cl -3.898638 6.176256 1.840085 -0.01 0.03 -0.02
H -1.671395 6.863428 2.166007 -0.06 0.00 0.08
H -1.792806 5.483975 1.050598 -0.06 -0.11 0.04
C -8.231925 1.655460 4.659967 0.06 -0.05 0.04
Cl -7.362412 0.582088 3.557903 -0.13 -0.01 0.09
Cl -9.618336 2.416881 3.866592 -0.02 0.05 0.07
H -8.586186 1.078438 5.506274 -0.06 -0.03 -0.06
H -7.553577 2.431253 4.997936 0.00 0.02 -0.09
C 1.992669 3.298784 6.051580 0.07 -0.03 -0.03
Cl 0.481162 4.215060 6.148081 0.01 0.02 0.08
Cl 2.058717 2.294520 4.599493 0.31 0.72 -0.01
H 2.821991 3.997540 6.034036 -0.06 0.04 -0.04
H 2.066452 2.656512 6.923512 -0.09 -0.02 -0.03

***

[2]
91
Properties=species:S:1:pos:R:3:forces:R:3 method="wB97M-V/def2-TZVPD" max_force_ha_per_bohr=0.116 spin_multiplicity=5 total_charge=+2 s_squared=6.034 homo_lumo_gap_ev="6.88 / 3.99" e_lumo_ev="-6.642 / -9.474" energy_ha=-2753.1122
Os 1.017678 -0.914040 -5.313055 2.95 -2.03 3.65
C -1.947644 0.073616 -1.353460 -1.99 -0.68 3.87
C -2.572600 0.003101 -2.555578 0.56 0.16 -0.38
C -3.064945 1.169028 -3.288327 -0.54 0.71 -1.09
C -1.978618 2.072853 -3.992475 -0.24 0.54 0.06
C -0.568538 2.074364 -3.489471 0.99 -0.91 -1.38
C -0.101005 2.042943 -2.251885 0.74 0.09 -0.26
C -0.925182 2.387640 -1.080081 -0.29 0.63 0.82
C -1.833576 1.303967 -0.478057 0.86 -0.48 0.30
C 2.373996 -0.297101 -3.950480 1.90 1.43 -0.69
H -2.183954 -0.811023 -0.660780 1.19 0.64 -1.48
H -2.745098 -0.979664 -2.968557 -0.05 -0.16 -0.08
H -3.726362 1.862965 -2.729704 0.52 -0.66 0.35
H -3.716008 0.760021 -4.064577 -0.01 0.29 -0.14
H -1.964704 1.807441 -5.061554 -0.02 0.21 0.50
H -2.336738 3.104526 -3.910574 -0.24 -0.06 -0.26
H 0.184382 2.080870 -4.304713 -0.45 -0.31 0.61
H 0.964412 1.821447 -2.081761 -0.58 0.50 -0.21
H -1.579712 3.222379 -1.378510 0.40 -0.02 0.25
H -0.236191 2.713782 -0.288280 -0.44 0.26 -0.19
H -1.461621 0.984118 0.524846 -0.06 0.12 -0.83
H -2.797598 1.790322 -0.219925 0.05 -0.67 -0.53
H 2.504656 -1.077521 -3.203786 -0.49 -0.10 0.24
H 2.623155 0.716415 -3.641563 0.15 -0.30 0.01
H 2.943151 -0.595826 -4.964864 0.01 0.47 1.22
P -0.468776 -1.559078 -6.684948 -4.44 -0.91 -3.52
P 1.091361 0.786065 -6.669491 0.88 4.32 -4.00
C -1.420649 -0.048800 -6.984548 0.56 0.45 -0.67
C -0.663602 1.054437 -7.195651 -0.14 -1.98 1.11
C -0.511894 -2.512833 -8.229298 0.32 0.54 0.39
C -1.359344 -2.091880 -9.267655 0.43 -0.49 0.11
C -1.473468 -2.921491 -10.382769 0.09 0.14 0.22
C -0.719449 -4.097395 -10.469604 -0.29 0.26 0.25
C 0.151050 -4.461415 -9.441235 0.23 0.02 0.26
C 0.280623 -3.671967 -8.301889 -0.55 0.40 -0.35
C -1.255711 -2.708823 -5.486788 0.10 0.78 -0.91
C -0.713890 -2.763231 -4.212609 -0.15 -0.51 0.04
C -1.319317 -3.653919 -3.312361 0.35 0.02 0.30
C -2.330241 -4.533451 -3.749952 0.06 0.53 -0.04
C -2.875928 -4.418124 -5.030395 0.17 0.25 -0.58
C -2.353532 -3.466879 -5.908290 0.28 -0.09 0.31
C 1.921163 0.850405 -8.393786 0.10 -0.82 0.06
C 1.797304 -0.223177 -9.295754 -0.06 -0.05 0.05
C 2.308454 -0.139974 -10.598412 -0.01 0.01 -0.01
C 3.012728 0.991366 -11.032019 -0.30 0.06 0.58
C 3.163722 2.048941 -10.130092 -0.22 -0.33 -0.07
C 2.611134 1.982972 -8.846481 0.14 0.39 0.22
C 1.687223 2.474162 -6.159894 0.12 -0.23 0.63
C 2.991286 2.554034 -5.633884 -0.58 -0.28 0.14
C 3.472311 3.763452 -5.134944 0.17 -0.01 -0.04
C 2.684121 4.919836 -5.211295 -0.22 -0.35 -0.10
C 1.414769 4.858765 -5.808210 0.27 -0.05 -0.06
C 0.927839 3.647473 -6.307692 0.04 -0.46 0.20
H -2.472207 -0.186064 -7.137939 -0.55 0.48 -0.33
H -0.993507 1.996724 -7.593923 -0.23 0.14 -0.06
H -1.885125 -1.137443 -9.198975 0.05 -0.42 -0.14
H -2.159143 -2.635341 -11.170375 0.11 -0.10 -0.08
H -0.836819 -4.738430 -11.337959 0.10 0.08 0.12
H 0.736035 -5.368687 -9.510780 -0.01 -0.01 -0.12
H 0.976167 -3.905663 -7.490231 -0.29 -0.18 -0.32
H 0.219390 -2.123049 -3.986157 -1.44 -1.23 1.09
H -1.018820 -3.630515 -2.269416 0.24 -0.21 -0.06
H -2.727010 -5.302998 -3.084776 0.19 0.41 -0.01
H -3.682613 -5.059689 -5.396517 0.27 0.16 0.39
H -2.724626 -3.309216 -6.920451 -0.06 -0.31 0.27
H 1.281679 -1.134986 -8.975863 0.30 0.37 -0.33
H 2.151602 -0.959314 -11.302637 0.06 0.13 0.34
H 3.418206 1.059663 -12.047987 -0.19 -0.10 0.49
H 3.701294 2.944510 -10.427155 -0.09 -0.11 0.08
H 2.733051 2.852344 -8.199917 0.02 -0.31 -0.28
H 3.600670 1.639870 -5.621055 -0.08 0.55 0.14
H 4.469472 3.786214 -4.676617 -0.46 0.12 -0.30
H 3.063724 5.864135 -4.814877 -0.17 -0.33 -0.13
H 0.799999 5.759569 -5.881272 0.26 -0.31 -0.05
H -0.037071 3.595972 -6.817819 0.26 0.27 0.39
O -0.064061 -2.382383 -0.594379 0.67 2.03 -0.90
C 0.448812 -1.226763 -0.568531 -0.59 -3.20 2.34
O 0.666395 -0.433754 -1.517981 -0.66 0.65 -1.00
C 0.825096 -0.756574 0.843614 0.56 0.71 0.56
C 1.219457 0.581374 1.124723 -0.14 -0.79 -0.18
C 1.321293 1.027032 2.433512 -0.25 -0.75 0.85
C 1.076216 0.112964 3.500124 -0.15 -0.35 -2.73
C 0.841429 -1.243876 3.226155 -0.02 0.50 0.40
C 0.722754 -1.668489 1.906158 -0.04 0.14 -0.36
N 0.945483 0.618944 4.822424 0.05 1.32 3.52
O 1.073870 1.846475 5.000498 -0.18 -1.91 -0.66
O 0.707583 -0.165678 5.758095 0.36 0.90 -1.88
H 1.455824 1.266125 0.309245 -0.25 -0.20 0.17
H 1.545489 2.064204 2.659122 0.00 -0.20 0.03
H 0.693015 -1.947977 4.047648 0.07 0.33 -0.25
H 0.505871 -2.716823 1.688685 0.01 0.45 0.06

***

[3]
15
Properties=species:S:1:pos:R:3:forces:R:3 method="wB97M-V/def2-TZVPD" max_force_ha_per_bohr=0.044 relative_energy_kcal_mol=31.58 homo_lumo_gap_ev=9.68 e_lumo_ev=1.023 energy_ha=-589.8365 smiles=NCN.CS
N -1.721564 1.429569 2.131978 0.95 -1.18 -1.51
C -1.505763 -0.000266 2.114154 -1.26 -0.90 1.66
N -1.586873 -0.627209 0.794716 -0.72 0.38 0.35
H -2.535082 1.729151 1.605827 0.28 0.46 0.99
H -1.275971 1.854555 2.917308 -0.61 0.86 0.01
H -2.293411 -0.433123 2.875177 1.50 -0.15 -1.50
H -0.496520 -0.264113 2.450111 -0.20 0.56 0.61
H -1.642335 0.124765 0.115438 -0.11 -0.29 -0.17
H -2.404648 -1.222382 0.739574 -0.02 0.24 -0.27
C 0.748318 -0.940546 -1.236019 0.99 0.35 -0.17
S 2.166129 0.090340 -1.867511 0.74 -0.45 0.40
H 0.075531 -0.101634 -1.286483 -1.23 -0.88 0.36
H 0.911938 -1.323735 -0.207848 0.09 0.70 -0.66
H 0.531755 -1.818130 -1.852688 -0.14 0.56 -0.15
H 2.267284 -0.277343 -3.149777 -0.25 -0.27 0.05